Version w
{"formula": "FH14O7", "method": "wB97M-V/def2-TZVPD", "molar_mass_g_mol": 145.10, "homo_energy_ev": -7.0, "charge": -1, "lumo_ev": 3.30, "species": ["F", "O", "H", "H", "O", "H", "H", "O", "H", "H", "O", "H", "H", "O", "H", "H", "O", "H", "H", "O", "H", "H"], "xyz": [[-3.38453, 5.32563, 11.99782], [-3.97596, 2.90122, 10.94249], [-3.38936, 3.00133, 10.17171], [-3.74067, 3.70045, 11.40129], [-0.99063, 5.56299, 10.96145], [-1.81864, 5.34572, 11.44539], [-0.34814, 4.87649, 10.84880], [-5.91994, 6.20016, 12.08246], [-5.78983, 6.37393, 11.12489], [-5.13980, 5.78818, 12.31358], [-4.28517, 8.97922, 11.63089], [-3.43867, 9.45580, 11.69449], [-4.12123, 8.07428, 11.32542], [-4.12908, 6.72900, 9.86130], [-3.31177, 6.59026, 9.38801], [-3.99321, 6.11649, 10.63262], [-3.43246, 7.06367, 13.94642], [-3.41183, 6.50523, 13.11491], [-2.67232, 7.57863, 13.73378], [-3.66293, 3.51714, 13.80672], [-3.10771, 3.79127, 14.55361], [-3.44635, 4.21827, 13.19990]], "mulliken_charge": [-0.6630, -0.6852, 0.3103, 0.3447, -0.7320, 0.3812, 0.2734, -0.6643, 0.3615, 0.3103, -0.6507, 0.2532, 0.4289, -0.7336, 0.2971, 0.3236, -0.6514, 0.2595, 0.3070, -0.6858, 0.3124, 0.3029]}

***

Version x
{"formula": "FH14O7", "method": "wB97M-V/def2-TZVPD", "molar_mass_g_mol": 145.10, "homo_energy_ev": -6.8, "charge": -1, "lumo_ev": 3.40, "species": ["F", "O", "H", "H", "O", "H", "H", "O", "H", "H", "O", "H", "H", "O", "H", "H", "O", "H", "H", "O", "H", "H"], "xyz": [[-0.26409, 0.20795, 0.00427], [1.94391, 1.54895, -0.96473], [1.10591, 1.09995, -0.78973], [1.68891, 2.29395, -1.51773], [2.93191, -0.77805, 0.32027], [2.66691, -0.18505, -0.38773], [2.09691, -1.06705, 0.64127], [-1.09609, 2.28695, -1.34073], [-1.50509, 1.75395, -2.03473], [-0.79709, 1.62595, -0.70973], [0.63491, -1.75905, 1.40827], [0.31591, -1.01605, 0.87427], [0.18991, -1.59405, 2.23727], [-2.23309, -1.48705, 0.60427], [-3.00909, -0.92905, 0.47227], [-1.57109, -0.81805, 0.36327], [-0.73509, 0.75895, 2.42727], [-1.65009, 1.03795, 2.45027], [-0.59909, 0.59895, 1.49427], [-0.04209, -1.03805, -2.21473], [-0.15909, -0.60805, -1.38373], [0.08591, -1.93405, -1.95373]], "mulliken_charge": [-0.8608, -0.7326, 0.4063, 0.3058, -0.6904, 0.3357, 0.3866, -0.7246, 0.3201, 0.2994, -0.7742, 0.3088, 0.3645, -0.6541, 0.2895, 0.3508, -0.6832, 0.3056, 0.3930, -0.7025, 0.4398, 0.3165]}

***

The winner here is version x, beating the second structure by 12.3 kcal/mol.

***

Version w
{"formula": "C2H5ClN2O", "method": "wB97M-V/def2-TZVPD", "molar_mass_g_mol": 108.53, "homo_energy_ev": -10.2, "lumo_ev": -0.92, "species": ["C", "C", "H", "H", "H", "H", "H", "N", "N", "O", "Cl"], "xyz": [[-0.26416, -0.20554, 0.62257], [0.99238, 0.64027, 0.12146], [0.46805, 0.06519, -2.20467], [-1.68961, -1.49143, -0.26906], [-1.65466, -0.82101, 1.81891], [1.43144, 0.12886, -0.75074], [1.75511, 0.47865, 1.02389], [-0.59279, -0.99422, -0.40775], [-0.67161, -0.34965, 1.77291], [-0.79641, 0.16738, -1.42038], [1.02226, 2.38150, -0.30714]], "mulliken_charge": [0.5341, -0.4979, 0.3859, 0.3477, 0.2256, 0.2227, 0.2994, -0.2641, -0.6367, -0.4762, -0.1405]}

***

Version x
{"formula": "C2H5ClN2O", "method": "wB97M-V/def2-TZVPD", "molar_mass_g_mol": 108.53, "homo_energy_ev": -6.7, "lumo_ev": 0.30, "species": ["C", "C", "N", "N", "O", "Cl", "H", "H", "H", "H", "H"], "xyz": [[0.58012, -0.41069, 0.07151], [-1.13325, 1.21375, -0.07082], [2.55593, -0.89528, -0.00292], [-0.21153, -1.46099, 0.05972], [0.23652, 0.82663, 0.02550], [3.39445, 0.50708, 0.08203], [-1.49317, 1.06648, -1.09302], [-1.16424, 2.27245, 0.17809], [-1.76309, 0.65397, 0.62694], [0.22083, -2.36615, 0.11324], [-1.22258, -1.40725, 0.00975]], "mulliken_charge": [0.4473, -0.7399, -0.3692, -0.2913, -0.2410, -0.1387, 0.3369, 0.2275, 0.3219, 0.2380, 0.2086]}

***

The winner here is version x, beating the second structure by 28.2 kcal/mol.

***

Version w
{"formula": "C7H12N2O2S2", "method": "wB97M-V/def2-TZVPD", "molar_mass_g_mol": 220.32, "homo_energy_ev": -10.1, "smiles": "CC[C@H](C)S(=O)(=O)c1snnc1C", "lumo_ev": -0.22, "species": ["C", "C", "C", "C", "S", "O", "O", "C", "S", "N", "N", "C", "C", "H", "H", "H", "H", "H", "H", "H", "H", "H", "H", "H", "H"], "xyz": [[-2.79737, -1.77733, -0.39561], [-1.50337, -1.31145, 0.26556], [-1.33063, 0.19534, 0.20852], [-0.91799, 0.75403, -1.13500], [-0.04815, 0.67660, 1.42360], [-0.33050, 0.05654, 2.68777], [0.11829, 2.10411, 1.39005], [1.46391, -0.06028, 0.82773], [1.84778, -1.67815, 1.22661], [3.26397, -1.58070, 0.37985], [3.46095, -0.45588, -0.14584], [2.49263, 0.45738, 0.06383], [2.59123, 1.82881, -0.49128], [-2.80592, -1.52387, -1.45264], [-2.89492, -2.85555, -0.30270], [-3.65764, -1.31271, 0.07952], [-0.65536, -1.79622, -0.22518], [-1.50399, -1.61005, 1.31632], [-2.22071, 0.70071, 0.58685], [-1.72780, 0.66983, -1.85605], [-0.05316, 0.21884, -1.52357], [-0.65940, 1.80456, -1.02408], [1.87832, 2.47950, 0.00693], [3.60265, 2.20187, -0.34982], [2.38719, 1.81407, -1.56137]], "mulliken_charge": [-1.3795, -0.5465, 0.2420, -1.5443, 1.1331, -0.6791, -0.6741, 0.4207, 0.2033, -0.4694, -0.2299, 0.3196, -1.2363, 0.3434, 0.3868, 0.3490, 0.2656, 0.4305, 0.4677, 0.4526, 0.3108, 0.4262, 0.3279, 0.4160, 0.2640]}

***

Version x
{"formula": "C7H12N2O2S2", "method": "wB97M-V/def2-TZVPD", "molar_mass_g_mol": 220.32, "homo_energy_ev": -8.7, "smiles": "CNC/C=N\\S.Oc1cocc1S", "lumo_ev": 0.53, "species": ["C", "N", "C", "C", "N", "S", "H", "H", "H", "H", "H", "H", "H", "H", "O", "C", "C", "O", "C", "C", "S", "H", "H", "H", "H"], "xyz": [[-0.74022, -1.11787, 0.50357], [-1.56578, 0.07662, 0.43803], [-2.93434, -0.21139, 0.05652], [-3.72056, 1.05873, -0.11576], [-4.97876, 1.18509, -0.26463], [-5.91211, -0.25541, -0.27823], [0.26100, -0.84914, 0.84509], [-0.64919, -1.54835, -0.50039], [-1.13508, -1.90132, 1.17216], [-1.56389, 0.53380, 1.34615], [-3.46742, -0.87270, 0.76623], [-2.92373, -0.74452, -0.90679], [-3.14341, 1.98609, -0.13044], [-7.08261, 0.37750, -0.42102], [4.09242, 2.20299, 0.03565], [4.12205, 0.85876, -0.09321], [5.21871, 0.07159, -0.22341], [4.83070, -1.23825, -0.32988], [3.49196, -1.27492, -0.26418], [2.98412, -0.02063, -0.12795], [1.30798, 0.47655, 0.06860], [3.17292, 2.45499, 0.22009], [6.27280, 0.26805, -0.25437], [3.02684, -2.24820, -0.32391], [1.03560, 0.73193, -1.21789]], "mulliken_charge": [-0.9057, -0.1964, -0.6521, 0.0386, -0.5176, -0.1624, 0.1987, 0.3874, 0.3843, 0.1901, 0.3561, 0.3463, 0.3985, 0.1638, -0.5486, 0.5042, -0.5908, -0.3344, -0.5414, 0.5710, -0.4481, 0.3177, 0.4315, 0.4296, 0.1799]}

***

The winner here is version w, beating the second structure by 49.8 kcal/mol.

***

Version w
{"formula": "C6H14", "method": "wB97M-V/def2-TZVPD", "molar_mass_g_mol": 86.18, "homo_energy_ev": -9.6, "smiles": "C=CC.CCC", "lumo_ev": 1.22, "species": ["C", "C", "C", "H", "H", "H", "H", "H", "H", "C", "C", "C", "H", "H", "H", "H", "H", "H", "H", "H"], "xyz": [[-3.00589, 3.00886, 2.33343], [-3.83917, 3.87158, 1.78087], [-3.53806, 4.57009, 0.48444], [-3.17993, 2.49895, 3.28623], [-1.98380, 2.76692, 2.05901], [-4.89016, 3.90673, 2.05659], [-2.93728, 3.98022, -0.20955], [-4.34765, 5.01637, -0.07645], [-2.86029, 5.40828, 0.74497], [2.66721, -1.97505, -1.56048], [3.34467, -3.30575, -1.30996], [2.51501, -4.35950, -0.61243], [3.31449, -1.12008, -1.68747], [2.02567, -1.63300, -0.72334], [1.83491, -2.02358, -2.25842], [4.24273, -3.06063, -0.74875], [3.74464, -3.61593, -2.29401], [1.84990, -4.87189, -1.31316], [3.17086, -5.10482, -0.13488], [1.87214, -3.95776, 0.18335]], "mulliken_charge": [-0.7313, 0.0780, -0.9592, 0.2384, 0.2412, 0.2834, 0.2928, 0.3153, 0.2414, -1.2280, -0.0923, -1.0229, 0.3339, 0.3205, 0.3273, 0.2572, 0.2334, 0.2872, 0.2876, 0.2962]}

***

Version x
{"formula": "C6H14", "method": "wB97M-V/def2-TZVPD", "molar_mass_g_mol": 86.18, "homo_energy_ev": -10.0, "smiles": "CCCC(C)C", "lumo_ev": 1.19, "species": ["C", "C", "C", "C", "C", "C", "H", "H", "H", "H", "H", "H", "H", "H", "H", "H", "H", "H", "H", "H"], "xyz": [[-1.73687, 1.37050, -1.76986], [-0.74751, 1.12342, -0.61499], [-0.49609, -0.32929, -0.30290], [0.38373, -0.48904, 0.92989], [0.53907, -1.96450, 1.26498], [1.75263, 0.18225, 0.78402], [-2.10254, 0.51564, -2.35947], [-0.83278, 1.77611, -2.19091], [-2.50897, 2.14541, -1.66146], [0.26744, 1.53756, -0.99434], [-0.99378, 1.76270, 0.23370], [-0.01203, -0.77366, -1.18964], [-1.43759, -0.88020, -0.16979], [-0.14711, 0.00591, 1.75779], [1.12530, -2.09790, 2.17834], [-0.43869, -2.43865, 1.40878], [1.05124, -2.48824, 0.44778], [2.35147, 0.01390, 1.68617], [2.30298, -0.23625, -0.06927], [1.68011, 1.26435, 0.63117]], "mulliken_charge": [-1.0374, -0.3771, -0.8390, 0.8429, -1.5448, -1.4675, 0.3045, 0.2867, 0.2783, 0.1355, 0.3855, 0.2777, 0.3766, 0.1765, 0.4020, 0.3759, 0.3335, 0.4193, 0.3048, 0.3662]}

***

The winner here is version x, beating the second structure by 10.1 kcal/mol.